The following is a quantum chemistry calculation of a gas-phase ion, C3H5Cl2FN4 (charge +2) at a distorted geometry, from the OMol25 dataset.

The geometry in XYZ format:
```
15
Properties=species:S:1:pos:R:3:forces:R:3
F -0.392012 -0.472904 -2.386290 1.165 -0.684 -0.290
N -1.518594 -0.153945 -1.701367 -0.313 3.181 1.991
C -0.873332 0.550165 -0.149984 -1.965 -0.620 -2.659
Cl -1.845809 1.954378 0.369933 0.803 -1.273 -0.437
N 0.499645 0.905709 -0.454958 1.300 0.375 0.246
C 1.574034 0.297409 0.035734 0.227 0.456 -0.270
Cl 3.166224 0.727428 -0.427478 -1.785 -0.492 0.606
N 1.361079 -0.716253 0.958372 0.940 -1.428 1.577
C 0.127323 -1.120938 1.309605 -2.789 -0.134 1.625
N -0.951928 -0.564785 0.813629 0.194 0.454 0.056
H -1.816426 0.714995 -2.281496 0.073 -1.323 1.448
H 0.623450 1.737306 -1.108907 -0.077 -1.379 0.918
H 2.062735 -1.204754 1.621913 -0.354 1.483 -2.067
H -0.102412 -1.859262 2.196985 1.145 1.167 -1.959
H -1.913972 -0.794547 1.204306 1.435 0.218 -0.786
```
Forces are in eV/Å.

The charge is +2. The value obtained for the relative energy (zero: lowest compared OMol25 entry of this formula, charge and spin) is 1.269 eV. The SMILES is FN[C@]1(Cl)NC(Cl)=[NH+]C=[NH+]1. For the LUMO energy, the calculation gives -10.455 eV. As for the spin multiplicity: 1.

Atomic partial charges in e from the natural (NBO) method, atoms 1 to 5:
1. F -0.22
2. N -0.11
3. C 0.29
4. Cl 0.15
5. N -0.53


The following is a quantum chemistry calculation of a molecular structure, C34H40N2S4Si2Tl at a distorted geometry, from the OMol25 dataset.

The geometry in XYZ format:
```
83
Properties=species:S:1:pos:R:3:forces:R:3
Tl 0.011474 -0.387017 -0.480045 -0.261 -0.665 -0.017
S -3.556740 0.845940 -2.294831 -0.435 0.502 0.327
C -3.902650 -0.636561 -3.039237 -0.053 0.127 0.003
C -5.245398 -0.938283 -3.348849 -0.212 -0.183 -0.080
C -5.603058 -2.074747 -4.026921 0.021 -0.088 -0.092
C -4.630904 -2.983687 -4.441181 -0.054 -0.176 -0.071
C -3.312627 -2.738637 -4.114914 -0.105 -0.263 -0.150
C -2.945634 -1.597874 -3.418212 0.436 -0.079 0.187
S -1.208572 -1.530202 -2.979703 -0.276 0.283 -0.338
C -0.510315 -0.311465 -4.148709 -0.171 -0.531 0.427
C -0.469445 1.116756 -3.685762 -0.088 0.201 0.138
C -0.091852 2.090053 -4.603298 0.110 0.378 0.042
C -0.042234 3.414973 -4.199836 -0.121 -0.313 0.074
C -0.462355 3.720299 -2.912157 0.130 0.076 -0.135
C -0.877146 2.695578 -2.078143 0.171 -0.141 -0.208
C -1.538210 2.975930 -0.778892 0.042 0.062 0.695
S -0.601731 2.359947 0.681115 -0.420 0.094 -0.150
C -1.986030 2.090002 1.776651 0.426 0.082 -0.280
C -2.449129 3.209674 2.450210 -0.139 0.160 0.185
C -3.510302 3.129951 3.328242 -0.044 0.197 0.097
C -4.124341 1.899075 3.533072 0.012 0.116 0.037
C -3.672224 0.786333 2.868371 0.031 -0.055 -0.041
C -2.588483 0.838318 1.972305 0.030 0.024 -0.053
S -2.118929 -0.655853 1.258262 0.574 -0.362 -0.849
N -0.823913 1.407767 -2.441305 0.731 0.388 -0.213
H -5.995854 -0.229628 -3.024589 0.022 0.021 -0.018
H -6.645083 -2.266390 -4.244304 -0.114 -0.006 -0.030
H -4.905888 -3.870954 -4.990738 -0.003 -0.125 -0.050
H -2.536051 -3.436000 -4.393827 0.034 -0.125 -0.054
H -1.099142 -0.383756 -5.064161 0.102 0.008 -0.025
H 0.504542 -0.663900 -4.350739 -0.013 0.036 -0.099
H 0.188272 1.800906 -5.606723 -0.001 -0.022 -0.075
H 0.286956 4.193174 -4.874220 0.019 0.025 -0.043
H -0.461524 4.742249 -2.558588 -0.110 0.036 0.030
H -2.485473 2.429075 -0.772358 0.042 0.090 0.015
H -1.701348 4.043239 -0.628829 -0.077 -0.041 -0.146
H -1.951109 4.152979 2.272075 0.007 0.090 0.035
H -3.855757 4.013670 3.844223 -0.046 0.075 0.044
H -4.960977 1.816883 4.212088 -0.086 -0.018 0.065
H -4.144267 -0.173700 3.013390 -0.091 -0.073 0.044
C 1.018600 -3.378466 1.881701 -0.156 0.220 -0.498
Si 1.148023 -2.720632 0.064296 0.449 -0.429 0.228
C 1.122986 -4.284841 -1.063670 -0.123 0.612 0.304
C 2.995513 -2.125782 0.023779 -0.599 -0.086 -0.056
C 3.917534 -3.051758 0.509420 -0.006 -0.185 -0.007
C 5.262488 -2.769363 0.636670 0.120 -0.044 0.062
C 5.719741 -1.511739 0.280401 0.164 -0.031 0.026
C 4.823044 -0.580038 -0.204199 0.052 0.104 -0.051
C 3.463494 -0.855756 -0.350152 -0.428 0.444 -0.104
Si 2.384818 0.583945 -1.050822 0.595 0.130 -0.114
C 3.038527 0.793363 -2.854155 -0.491 -0.021 0.582
C 2.913593 2.194331 -0.138224 -0.348 -0.563 -0.250
H 1.137050 -4.458658 1.928894 0.053 -0.207 -0.054
H 0.060739 -3.131152 2.328585 -0.234 0.061 0.036
H 1.794307 -2.926167 2.494765 0.125 0.099 0.032
H 1.828828 -5.026446 -0.699745 0.196 -0.116 0.140
H 1.382501 -4.052762 -2.091271 0.049 0.143 -0.195
H 0.138731 -4.740173 -1.075292 -0.261 -0.073 0.033
H 3.561688 -4.030040 0.802656 -0.007 -0.178 0.078
H 5.945724 -3.517256 1.021577 0.018 -0.010 -0.004
H 6.766875 -1.261791 0.384696 0.087 0.038 -0.008
H 5.189038 0.399747 -0.475875 0.123 0.169 -0.045
H 4.102329 1.018947 -2.847070 0.209 0.009 0.118
H 2.529345 1.606654 -3.361589 -0.141 0.181 -0.110
H 2.896470 -0.110725 -3.438179 -0.051 -0.209 -0.085
H 3.974776 2.398457 -0.248913 0.243 -0.038 -0.087
H 2.685800 2.136134 0.921420 -0.067 -0.078 0.189
H 2.368042 3.043420 -0.538850 -0.131 0.174 -0.128
C -0.448207 1.181795 4.781125 -0.014 -0.037 -0.128
C 0.791523 0.346701 4.446526 -0.037 0.094 0.850
C 0.699037 -1.044727 5.085093 0.001 -0.014 -0.090
C 2.065365 1.073023 4.901287 0.000 -0.040 -0.115
C 0.875661 0.161490 3.012231 0.126 -0.071 -0.540
N 0.978127 -0.012481 1.884569 0.481 0.105 0.565
H -0.509856 1.344964 5.855975 0.070 -0.029 0.096
H -1.351626 0.675443 4.449466 -0.091 -0.004 -0.015
H -0.405314 2.146386 4.280073 -0.033 0.084 0.001
H 0.661505 -0.962362 6.169645 0.000 0.098 0.090
H 1.559898 -1.649122 4.808927 0.083 -0.078 0.004
H -0.196371 -1.556596 4.741939 -0.092 -0.061 -0.035
H 2.063676 1.192433 5.984719 -0.060 -0.020 0.029
H 2.119057 2.057293 4.439416 0.033 0.076 0.003
H 2.950372 0.510191 4.609222 0.076 -0.022 0.023
```
Forces are in eV/Å.

The charge is -1. For the LUMO energy, the calculation gives 2.350 eV. As for the spin multiplicity: 1.

Atomic partial charges in e from the Löwdin method, atoms 1 to 5:
1. Tl 0.33
2. S 0.63
3. C -0.76
4. C -0.16
5. C -0.12


The following is a quantum chemistry calculation of a gas-phase ion, C2H7N2O2 (charge +1) at a distorted geometry, from the OMol25 dataset.

The geometry in XYZ format:
```
13
Properties=species:S:1:pos:R:3:forces:R:3
O -0.969382 1.814737 0.109750 -0.468 4.770 1.288
C -0.558048 0.814344 -0.539450 1.513 -1.865 -3.513
N -1.173918 -0.384010 -0.096793 0.114 -0.395 0.361
C 0.037985 -0.963949 0.510800 -0.967 1.412 -0.457
O 0.202838 -0.963012 1.883885 -0.360 -2.095 -0.255
N 0.806858 0.240548 0.043798 1.310 0.447 0.458
H -0.941305 1.643988 1.045711 -0.778 -0.022 0.956
H -0.411472 1.150047 -1.646840 -0.468 -1.214 1.747
H -1.863323 -0.785395 -0.714429 0.136 -0.838 0.412
H 0.289035 -1.822013 -0.030632 0.930 -1.663 -0.170
H 0.393755 -1.894743 2.194570 -0.420 1.472 -0.256
H 1.039184 0.803140 0.904707 0.427 -0.673 -1.169
H 1.649336 0.011008 -0.539809 -0.968 0.663 0.598
```
Forces are in eV/Å.

The charge is +1. The value obtained for the relative energy (zero: lowest compared OMol25 entry of this formula, charge and spin) is 2.545 eV. The SMILES is O[C@@H]1N[C@H](O)[NH2+]1. For the LUMO energy, the calculation gives -3.557 eV. As for the spin multiplicity: 1.

Atomic partial charges in e from the natural (NBO) method, atoms 1 to 5:
1. O -0.63
2. C 0.44
3. N -0.68
4. C 0.40
5. O -0.69


The following is a quantum chemistry calculation of a gas-phase ion, C3H5O3PS (charge -2) at a distorted geometry, from the OMol25 dataset.

The geometry in XYZ format:
```
13
Properties=species:S:1:pos:R:3:forces:R:3
O 3.095433 1.135400 0.394535 -1.810 -0.600 0.142
P 2.099208 0.115662 -0.141130 1.295 -0.044 -0.002
O 2.191130 -0.215976 -1.602096 -0.808 0.228 -0.012
O 2.554507 -1.340379 0.618103 -2.617 -0.719 -1.344
C 0.242382 0.244449 0.361935 -0.464 0.417 1.208
C -0.863160 0.234571 -0.437314 1.641 -0.731 1.943
C -2.274403 0.358881 0.162451 0.903 0.092 -3.444
S -3.664617 -0.550402 -0.626417 0.151 0.120 -0.082
H 1.895059 -1.944273 0.106947 1.820 1.105 1.399
H -0.049467 0.361709 1.486922 1.033 -0.279 -1.734
H -0.648185 0.145417 -1.473545 -0.425 -0.040 -1.054
H -2.368252 1.426014 0.013044 -0.856 0.538 0.664
H -2.209637 0.028929 1.136562 0.137 -0.088 2.318
```
Forces are in eV/Å.

The charge is -2. The value obtained for the relative energy (zero: lowest compared OMol25 entry of this formula, charge and spin) is 0.273 eV. The SMILES is O=[P@@]([O-])(O)/C=C/C[S-]. For the LUMO energy, the calculation gives 5.964 eV. As for the spin multiplicity: 1.

Atomic partial charges in e from the natural (NBO) method, atoms 1 to 5:
1. O -1.18
2. P 2.29
3. O -1.20
4. O -1.02
5. C -0.64